Entry 1:
The following is a DFT calculation (the ωB97M-V functional and the def2-TZVPD basis) of a molecular structure, C11H21BrNO4S2 in a non-equilibrium geometry.

Summary:
E, eV: -113140.792
Largest force on an atom, eV/A: 1.37

```
! wB97M-V def2-TZVPD RIJCOSX def2/J DEFGRID3
* xyz -1 1
C -1.126 -0.262 1.623
C -1.159 0.266 0.554
C -1.269 1.112 -0.638
C -2.730 1.508 -0.895
C -3.288 2.372 0.237
S -5.002 2.073 0.622
O -5.728 2.385 -0.583
O -5.253 2.909 1.769
N -5.073 0.529 1.090
S -6.102 -0.471 0.424
O -7.434 0.023 0.276
O -5.946 -1.748 1.054
Br -5.407 -0.921 -1.694
H -1.147 -0.862 2.499
H -0.912 0.527 -1.484
H -0.648 1.995 -0.498
H -3.303 0.591 -0.911
H -2.840 2.018 -1.845
H -3.308 3.411 -0.084
H -2.681 2.319 1.133
C 2.152 -0.471 -2.087
C 2.261 -1.494 -0.959
C 2.479 -0.861 0.413
C 3.776 -0.064 0.556
C 5.052 -0.850 0.262
C 5.272 -2.029 1.207
H 3.071 0.107 -2.199
H 1.957 -0.963 -3.041
H 1.335 0.228 -1.898
H 3.063 -2.202 -1.187
H 1.338 -2.079 -0.924
H 2.453 -1.649 1.172
H 1.628 -0.216 0.639
H 3.829 0.330 1.576
H 3.741 0.810 -0.100
H 5.905 -0.170 0.344
H 5.047 -1.207 -0.772
H 5.314 -1.692 2.244
H 6.211 -2.537 0.982
H 4.473 -2.766 1.123
*
```

Atom-resolved charges from natural (NBO), all expressed in e: number 1, C, carries -0.240; number 2, C, carries -0.010; number 3, C, carries -0.478; number 4, C, carries -0.403; number 5, C, carries -0.674; number 6, S, carries 2.321; number 7, O, carries -0.972; number 8, O, carries -0.978; number 9, N, carries -1.209; number 10, S, carries 2.233; number 11, O, carries -0.922; number 12, O, carries -0.942; number 13, Br, carries -0.325; number 14, H, carries 0.231; number 15, H, carries 0.227; number 16, H, carries 0.219; number 17, H, carries 0.244; number 18, H, carries 0.212; number 19, H, carries 0.230; number 20, H, carries 0.237; number 21, C, carries -0.609; number 22, C, carries -0.399; number 23, C, carries -0.405; number 24, C, carries -0.396; number 25, C, carries -0.397; number 26, C, carries -0.609; number 27, H, carries 0.194; number 28, H, carries 0.207; number 29, H, carries 0.205; number 30, H, carries 0.186; number 31, H, carries 0.211; number 32, H, carries 0.197; number 33, H, carries 0.225; number 34, H, carries 0.198; number 35, H, carries 0.198; number 36, H, carries 0.195; number 37, H, carries 0.192; number 38, H, carries 0.199; number 39, H, carries 0.203; number 40, H, carries 0.204

***

Entry 2:
The following is a DFT calculation (the ωB97M-V functional and the def2-TZVPD basis) of a molecular structure, C23H18Br2ILaN7O3S in a non-equilibrium geometry.

Summary:
E, eV: -200592.734
Largest force on an atom, eV/A: 6.04

```
! wB97M-V def2-TZVPD RIJCOSX def2/J DEFGRID3
* xyz 1 1
La 1.057 0.133 -0.557
C -3.096 -1.966 1.471
C -2.131 -2.751 0.634
C -2.052 -4.158 0.770
C -1.087 -4.858 0.106
C -0.188 -4.167 -0.739
C 0.991 -4.716 -1.308
Br 1.403 -6.544 -1.048
C 1.915 -3.920 -1.934
C 1.599 -2.576 -2.138
Br 2.938 -1.228 -2.520
C 0.377 -2.013 -1.802
O 0.080 -0.770 -2.067
C -0.455 -2.795 -0.937
N -1.376 -2.097 -0.223
H -3.272 -2.470 2.420
H -4.058 -1.880 0.959
H -2.712 -0.966 1.663
H -2.743 -4.661 1.433
H -0.987 -5.925 0.245
H 2.875 -4.309 -2.244
N 4.737 6.131 4.128
C 4.270 5.099 3.383
C 5.134 4.385 2.533
C 4.657 3.352 1.761
C 3.310 3.022 1.832
C 2.435 3.697 2.679
C 2.912 4.728 3.451
S 2.679 1.780 0.801
O 3.685 1.067 0.030
O 1.684 2.368 -0.130
N 1.775 0.656 1.554
C 2.516 -0.486 1.755
N 3.601 -0.460 2.526
C 4.285 -1.586 2.647
C 3.901 -2.765 2.020
C 2.792 -2.690 1.209
N 2.098 -1.558 1.041
H 5.708 6.381 4.100
H 4.138 6.622 4.764
H 6.181 4.657 2.489
H 5.304 2.787 1.102
H 1.397 3.395 2.736
H 2.247 5.262 4.117
H 5.173 -1.529 3.268
H 4.446 -3.688 2.148
H 2.435 -3.552 0.658
I -3.154 4.915 0.412
C -2.493 2.991 0.024
C -3.180 1.948 -0.564
N -2.332 0.911 -0.610
N -1.139 1.211 -0.086
C -1.223 2.482 0.310
H -4.190 1.904 -0.936
H -2.477 -0.031 -0.948
H -0.388 2.985 0.761
*
```

Atom-resolved charges from Löwdin, all expressed in e: number 1, La, carries 1.986; number 2, C, carries -0.020; number 3, C, carries -0.301; number 4, C, carries 0.008; number 5, C, carries -0.005; number 6, C, carries -0.185; number 7, C, carries -0.631; number 8, Br, carries 0.820; number 9, C, carries -0.163; number 10, C, carries -0.531; number 11, Br, carries 0.852; number 12, C, carries -0.520; number 13, O, carries -0.400; number 14, C, carries -0.166; number 15, N, carries 0.151; number 16, H, carries 0.085; number 17, H, carries 0.093; number 18, H, carries 0.073; number 19, H, carries 0.122; number 20, H, carries 0.091; number 21, H, carries 0.114; number 22, N, carries 0.135; number 23, C, carries -0.297; number 24, C, carries -0.010; number 25, C, carries -0.043; number 26, C, carries -0.313; number 27, C, carries -0.051; number 28, C, carries -0.010; number 29, S, carries 0.595; number 30, O, carries -0.343; number 31, O, carries -0.460; number 32, N, carries -0.275; number 33, C, carries -0.540; number 34, N, carries 0.157; number 35, C, carries -0.079; number 36, C, carries -0.014; number 37, C, carries -0.084; number 38, N, carries 0.027; number 39, H, carries 0.108; number 40, H, carries 0.107; number 41, H, carries 0.119; number 42, H, carries 0.122; number 43, H, carries 0.118; number 44, H, carries 0.119; number 45, H, carries 0.123; number 46, H, carries 0.113; number 47, H, carries 0.108; number 48, I, carries 0.895; number 49, C, carries -0.747; number 50, C, carries -0.111; number 51, N, carries 0.005; number 52, N, carries -0.114; number 53, C, carries -0.191; number 54, H, carries 0.129; number 55, H, carries 0.139; number 56, H, carries 0.092

***

Entry 3:
The following is a DFT calculation (the ωB97M-V functional and the def2-TZVPD basis) of a molecular structure, C22H20ClGaIN3O7S in a non-equilibrium geometry.

Summary:
E, eV: -125777.262
Largest force on an atom, eV/A: 2.00

```
! wB97M-V def2-TZVPD RIJCOSX def2/J DEFGRID3
* xyz 0 1
Ga 0.184 0.106 0.178
Cl -0.265 1.844 6.789
C -0.134 1.822 5.063
C 0.108 2.998 4.394
C 0.231 3.010 3.007
I 0.659 4.766 1.948
C 0.109 1.863 2.239
O 0.233 1.863 0.947
C -0.196 0.659 2.937
N -0.392 -0.418 2.161
C -0.652 -1.583 2.701
C -0.696 -1.745 4.093
C -0.521 -0.659 4.914
C -0.288 0.611 4.353
H 0.214 3.910 4.958
H -0.806 -2.400 2.010
H -0.873 -2.722 4.514
H -0.560 -0.775 5.985
O 0.701 -3.239 -4.767
C 0.763 -2.619 -3.734
C 1.273 -1.190 -3.567
O 1.825 -0.517 -4.414
C 0.934 -0.831 -2.194
C 0.345 -1.908 -1.534
O -0.056 -1.778 -0.299
C 0.278 -3.089 -2.375
O -0.070 -4.214 -2.064
O 1.094 0.306 -1.579
C -2.939 1.350 -2.900
S -1.334 1.514 -2.031
C -1.617 3.216 -1.448
O -1.570 0.670 -0.788
H -2.962 2.102 -3.682
H -3.767 1.476 -2.211
H -2.988 0.361 -3.345
H -1.677 3.875 -2.308
H -0.766 3.490 -0.831
H -2.529 3.242 -0.862
N 2.115 -0.358 0.982
C 2.581 -1.412 1.118
N 3.116 -2.563 1.284
C 2.845 -3.672 0.376
C 2.785 -4.974 1.176
C 2.193 -4.687 2.553
C 3.196 -3.864 3.366
C 3.910 -2.843 2.463
H 3.630 -3.712 -0.387
H 1.893 -3.493 -0.126
H 3.784 -5.397 1.292
H 2.182 -5.690 0.620
H 1.969 -5.620 3.070
H 1.258 -4.134 2.432
H 3.943 -4.528 3.802
H 2.682 -3.359 4.182
H 4.875 -3.239 2.129
H 4.085 -1.903 2.990
*
```

Atom-resolved charges from natural (NBO), all expressed in e: number 1, Ga, carries 1.904; number 2, Cl, carries 0.006; number 3, C, carries -0.088; number 4, C, carries -0.212; number 5, C, carries -0.243; number 6, I, carries 0.160; number 7, C, carries 0.387; number 8, O, carries -0.829; number 9, C, carries 0.084; number 10, N, carries -0.515; number 11, C, carries 0.083; number 12, C, carries -0.267; number 13, C, carries -0.122; number 14, C, carries -0.030; number 15, H, carries 0.243; number 16, H, carries 0.237; number 17, H, carries 0.231; number 18, H, carries 0.235; number 19, O, carries -0.470; number 20, C, carries 0.388; number 21, C, carries 0.378; number 22, O, carries -0.513; number 23, C, carries 0.212; number 24, C, carries 0.248; number 25, O, carries -0.839; number 26, C, carries 0.360; number 27, O, carries -0.541; number 28, O, carries -0.788; number 29, C, carries -0.787; number 30, S, carries 1.293; number 31, C, carries -0.803; number 32, O, carries -1.004; number 33, H, carries 0.233; number 34, H, carries 0.237; number 35, H, carries 0.247; number 36, H, carries 0.233; number 37, H, carries 0.268; number 38, H, carries 0.236; number 39, N, carries -0.534; number 40, C, carries 0.621; number 41, N, carries -0.467; number 42, C, carries -0.199; number 43, C, carries -0.420; number 44, C, carries -0.398; number 45, C, carries -0.413; number 46, C, carries -0.204; number 47, H, carries 0.205; number 48, H, carries 0.237; number 49, H, carries 0.200; number 50, H, carries 0.241; number 51, H, carries 0.223; number 52, H, carries 0.201; number 53, H, carries 0.213; number 54, H, carries 0.212; number 55, H, carries 0.204; number 56, H, carries 0.227

***

Entry 4:
The following is a DFT calculation (the ωB97M-V functional and the def2-TZVPD basis) of 2 unconnected molecules or ions with the total composition C17H30BrNO7P2 in a non-equilibrium geometry.

Summary:
E, eV: -122549.892
Largest force on an atom, eV/A: 4.09

```
! wB97M-V def2-TZVPD RIJCOSX def2/J DEFGRID3
* xyz -2 1
C 0.644 4.211 1.680
O 0.774 4.849 0.365
C 0.491 3.903 -0.697
C -0.990 4.012 -1.310
C -1.160 3.206 -2.713
C -1.058 1.615 -2.408
C -0.639 0.727 -3.679
C 0.862 0.153 -3.642
C 1.269 -0.540 -2.232
C 0.176 -1.667 -1.796
C 0.705 -2.663 -0.659
C 1.072 -1.980 0.731
C 0.131 -1.005 1.526
C -1.336 -0.615 0.969
O -1.989 -1.892 0.674
C -3.360 -1.688 0.262
C 0.560 -0.374 2.914
N 1.856 -0.706 3.516
C 2.766 -1.605 2.861
C 2.473 -2.289 1.469
P 3.801 -3.438 0.832
O 3.095 -4.864 0.116
Br 4.964 -2.462 -0.927
H 0.448 5.073 2.422
H 1.599 3.668 2.001
H -0.258 3.508 1.716
H 0.637 2.849 -0.257
H 1.232 4.043 -1.557
H -1.278 5.117 -1.392
H -1.741 3.526 -0.571
H -0.380 3.548 -3.487
H -2.195 3.405 -3.157
H -0.423 1.453 -1.474
H -2.135 1.289 -2.124
H -0.699 1.427 -4.605
H -1.392 -0.115 -3.875
H 1.622 0.949 -3.986
H 0.911 -0.686 -4.440
H 1.397 0.271 -1.436
H 2.270 -1.075 -2.428
H -0.855 -1.205 -1.592
H 0.035 -2.313 -2.753
H -0.042 -3.539 -0.577
H 1.687 -3.128 -1.062
H -1.258 0.052 0.020
H -1.918 -0.021 1.768
H -3.499 -2.225 -0.758
H -3.689 -0.594 0.206
H -4.030 -2.256 1.020
H -0.165 0.322 3.479
H 2.117 -0.290 4.422
H 3.748 -1.831 3.421
H 3.384 -4.923 -0.833
O -2.331 -0.793 4.345
P -2.050 -2.238 4.810
O -0.554 -2.557 4.613
O -2.892 -3.217 3.973
O -2.413 -2.379 6.297
*
```

Atom-resolved charges from natural (NBO), all expressed in e: number 1, C, carries -0.272; number 2, O, carries -0.568; number 3, C, carries -0.072; number 4, C, carries -0.435; number 5, C, carries -0.403; number 6, C, carries -0.431; number 7, C, carries -0.412; number 8, C, carries -0.400; number 9, C, carries -0.416; number 10, C, carries -0.399; number 11, C, carries -0.433; number 12, C, carries -0.081; number 13, C, carries 0.022; number 14, C, carries -0.112; number 15, O, carries -0.548; number 16, C, carries -0.267; number 17, C, carries -0.066; number 18, N, carries -0.531; number 19, C, carries 0.123; number 20, C, carries -0.530; number 21, P, carries 0.949; number 22, O, carries -0.985; number 23, Br, carries -0.423; number 24, H, carries 0.186; number 25, H, carries 0.185; number 26, H, carries 0.194; number 27, H, carries 0.185; number 28, H, carries 0.175; number 29, H, carries 0.206; number 30, H, carries 0.207; number 31, H, carries 0.191; number 32, H, carries 0.203; number 33, H, carries 0.221; number 34, H, carries 0.212; number 35, H, carries 0.190; number 36, H, carries 0.211; number 37, H, carries 0.195; number 38, H, carries 0.191; number 39, H, carries 0.209; number 40, H, carries 0.218; number 41, H, carries 0.217; number 42, H, carries 0.182; number 43, H, carries 0.236; number 44, H, carries 0.197; number 45, H, carries 0.151; number 46, H, carries 0.241; number 47, H, carries 0.154; number 48, H, carries 0.168; number 49, H, carries 0.229; number 50, H, carries 0.279; number 51, H, carries 0.422; number 52, H, carries 0.214; number 53, H, carries 0.484; number 54, O, carries -1.170; number 55, P, carries 2.453; number 56, O, carries -0.991; number 57, O, carries -1.078; number 58, O, carries -1.078